No. 1
ORCA calculation (ωB97M-V/def2-TZVPD) on a cluster of 2 separate species, C9H20N2O3P in total at a distorted geometry.

Geometry as XYZ:
```
35
Properties=species:S:1:pos:R:3:forces:R:3
C 0.92170 2.78515 -0.76094 -0.0442 -1.6345 -1.2182
C 0.23349 -0.24642 2.55128 1.0263 2.3539 -4.6587
C -1.18811 1.57855 1.50622 1.9969 -0.9419 1.9444
C 2.25352 -0.87256 0.03011 0.2227 5.7851 -2.7932
C 0.63056 -2.00681 -1.57979 -1.3849 2.0109 -1.3452
C 0.78619 1.67273 -1.70572 0.9844 -1.2847 2.6960
C -0.37615 0.73616 -1.37987 2.7169 1.2633 2.5806
C 0.01366 0.58924 1.24314 1.3187 5.2162 0.3214
C 0.82614 -1.23133 -0.26372 -0.2201 -1.0579 0.2532
N 1.20087 3.61757 -0.04946 0.2692 1.8135 1.4917
N -0.18101 -0.06659 -0.12499 0.0486 -2.9387 1.9488
O -5.96440 0.27108 -0.50579 0.1470 0.9428 -0.4139
O -3.48118 0.37065 -0.54237 2.6298 1.4704 -1.9510
O -1.35924 -0.80209 0.10205 -2.1977 0.0030 -1.2534
P -4.59330 -0.18969 0.16902 -3.9750 -1.1526 1.2088
H 0.18618 0.39663 3.33166 -0.6742 2.0669 2.3352
H -0.39959 -1.00828 2.59112 -2.7622 -3.2424 0.4514
H 1.20373 -0.53280 2.50709 2.9624 -1.5840 0.2060
H -0.99926 2.51062 2.12211 0.2484 -1.5181 -0.4867
H -1.95717 0.96190 1.89712 -0.9690 -0.1623 0.7511
H -1.49205 1.89668 0.60190 -1.3592 1.5180 -2.9807
H 2.66203 -1.70147 0.36793 2.4363 -3.7650 1.6143
H 2.90237 -0.44263 -0.83070 -1.2042 -1.2051 0.7988
H 2.41775 -0.03872 0.73872 -0.4664 -0.7959 0.1466
H -0.41006 -2.39309 -1.72458 1.1800 -0.1057 0.4181
H 1.41404 -2.68017 -1.64122 1.0042 -2.3207 0.5004
H 0.90611 -1.51882 -2.57086 -0.5450 0.5513 1.3226
H 1.73662 1.02100 -1.51994 -1.3639 1.5164 -1.4175
H 0.58424 2.17747 -2.61321 0.4260 -0.2732 -1.5763
H -1.23429 1.21277 -1.12513 -2.5930 1.8062 -0.1643
H -0.49001 0.08797 -2.14892 -0.5883 -2.1391 -2.0889
H 0.88780 1.36272 1.01513 -1.3574 -2.0290 0.9644
H 0.61161 -1.98314 0.59005 -0.5232 1.5405 -1.3865
H -6.06153 1.00104 -1.19151 0.4314 -1.2453 1.0073
H -2.25869 -0.30507 -0.27131 2.1789 -0.4623 0.7731
```
Positions in Å, forces in eV/Å.

The orbital gap is 10.8 eV. The total energy is -28059.017 eV. As for the net charge: +1.

=====

No. 2
ORCA calculation (ωB97M-V/def2-TZVPD) on a structure of composition C6H10O at a distorted geometry.

Geometry as XYZ:
```
17
Properties=species:S:1:pos:R:3:forces:R:3
C -2.00970 -0.48750 -0.76894 -0.2099 0.1291 0.0928
O -0.75739 -1.13821 -0.70109 0.1411 0.0844 0.3865
C 0.30798 -0.39808 -0.21837 0.1321 0.1133 0.8241
C 1.56121 -1.22350 -0.49072 0.0134 0.0658 0.3435
C 0.24539 0.35641 1.66636 -0.0585 -0.8395 -0.6514
C 0.36605 0.99713 -0.65173 0.0511 0.5138 0.3863
C 0.42314 2.16445 -0.33157 0.0804 -0.1182 -1.1127
H -1.98217 0.37540 -1.44850 0.0455 -0.1499 0.1323
H -2.72981 -1.22028 -1.14254 0.1772 0.1105 0.0874
H -2.31509 -0.15209 0.22847 -0.0614 -0.0049 -0.0999
H 1.46921 -2.16657 0.05013 0.0996 0.0804 0.0230
H 2.44884 -0.68463 -0.15641 -0.0617 -0.0940 0.0747
H 1.69766 -1.47066 -1.55643 -0.3439 0.3107 0.3083
H 1.21346 0.79620 1.48340 -0.2222 0.5354 0.1263
H 0.19029 0.12835 2.75942 -0.0445 -1.3283 -0.9569
H -0.64051 0.91696 1.41480 0.2826 0.5541 0.1686
H 0.51142 3.20661 -0.13629 -0.0209 0.0374 -0.1329
```
Positions in Å, forces in eV/Å.

The orbital gap is 10.0 eV. The total energy is -8426.567 eV.

=====

No. 3
ORCA calculation (ωB97M-V/def2-TZVPD) on an isolated molecule of C6H11FO at a distorted geometry.

Geometry as XYZ:
```
19
Properties=species:S:1:pos:R:3:forces:R:3
C -1.76717 -0.17205 -0.68735 -2.8219 -3.5569 -0.5117
C -0.34066 0.28166 -0.61996 -3.9232 4.5957 -0.0958
C -0.34387 1.06627 0.69426 -0.2735 0.4927 -0.0330
F 0.69496 1.98087 0.70546 0.0409 1.0170 -0.2619
C -0.00090 0.08077 1.73098 -1.0720 -1.0663 3.0117
O 0.57197 -0.99234 1.01306 1.3629 0.1165 1.0414
C 0.62405 -0.70881 -0.38434 0.6938 -4.4068 -0.6500
C 1.95222 -0.38296 -0.98718 3.3639 -0.1579 0.5629
H -2.01291 -1.13393 -1.32354 0.8192 2.1967 0.1244
H -2.04675 -0.70702 0.22985 0.2824 0.4603 0.5562
H -2.61019 0.55658 -0.79471 1.1718 -0.2494 -0.3608
H -0.21229 1.05360 -1.39666 0.6120 -0.6845 -0.0699
H -1.32519 1.50728 0.85493 0.2791 0.7899 0.0795
H -0.88319 -0.36336 2.32806 0.8650 0.7445 -1.1365
H 0.58357 0.59442 2.59657 -0.1376 -1.0326 -1.7847
H 0.21331 -1.66847 -0.76225 0.6645 0.2602 -0.3630
H 1.98383 0.84679 -0.97408 0.7192 -3.3240 -0.5516
H 2.11137 -0.98769 -2.14085 -0.3574 2.2818 3.6841
H 2.80784 -0.85162 -0.08225 -2.2892 1.5231 -3.2412
```
Positions in Å, forces in eV/Å.

The orbital gap is 10.6 eV. The total energy is -11162.208 eV. Its SMILES is C[C@H]1[C@H](F)CO[C@@H]1C.

=====

No. 4
ORCA calculation (ωB97M-V/def2-TZVPD) on an isolated molecule of C2H4NPS at a distorted geometry.

Geometry as XYZ:
```
9
Properties=species:S:1:pos:R:3:forces:R:3
C -1.18250 -0.56264 0.63225 0.1346 1.1475 -2.0203
C 1.34664 0.18474 0.15859 -1.3821 -0.0041 0.1335
N -1.12217 0.76650 -1.40560 -0.6370 -0.9608 0.9193
P 0.36474 0.90896 -1.58437 1.1276 0.4613 0.1204
S 0.05036 0.25885 1.40604 -0.0605 -0.1405 -0.7802
H -2.23041 -0.21623 0.54643 0.6805 -0.4911 1.0086
H -0.87317 -1.37104 -0.03365 -0.3342 0.0841 0.3333
H 1.51150 -0.85381 -0.25034 0.5498 1.1728 0.8298
H 2.13501 0.88466 0.53067 -0.0788 -1.2691 -0.5443
```
Positions in Å, forces in eV/Å.

The orbital gap (alpha / beta) is 7.7 / 7.7 eV. The total energy is -23749.046 eV.

=====

No. 5
ORCA calculation (ωB97M-V/def2-TZVPD) on the ion C7H10N3S2 with charge +1 at a distorted geometry.

Geometry as XYZ:
```
22
Properties=species:S:1:pos:R:3:forces:R:3
N 2.26812 1.26555 -1.67148 -0.4259 -1.6911 -0.1320
C 2.00721 0.22563 -0.90127 0.5529 -0.3329 1.7920
N 1.37768 0.23883 0.28331 0.2750 0.9848 -1.8663
C 1.25625 -1.03493 0.94569 -0.5872 -1.4909 1.9298
S 0.39325 -2.47743 0.05215 -0.7115 1.4350 1.7148
S 0.48230 1.71129 0.77857 -0.0334 -1.4866 -0.2330
C -1.10589 1.14206 0.17719 1.0877 1.1727 -0.0693
C -2.00567 0.47986 0.97912 -1.5876 0.6134 -1.6400
C -3.23584 0.14996 0.37733 -0.4208 -0.2925 -1.2361
C -3.44210 0.48275 -1.01677 2.2190 -0.6619 2.5817
N -2.50268 1.11033 -1.72569 -2.8346 -0.7700 -0.4161
C -1.42292 1.47280 -1.12340 0.6953 -0.0045 -0.4802
H 1.70260 2.08481 -1.49753 0.2449 0.4471 -0.2964
H 2.69704 1.03395 -2.57533 -0.3427 0.7165 0.5489
H 2.45821 -0.76741 -1.08675 -0.1089 0.8664 -0.5129
H 2.18101 -1.49275 1.24418 1.2120 0.2906 -0.7673
H 0.95045 -0.86235 2.01283 -0.9930 -0.1451 -1.2870
H 1.14370 -2.36854 -1.00239 0.7366 -0.0883 -0.9124
H -1.76245 0.45726 1.99699 -0.0599 -0.7959 1.4381
H -4.03669 -0.43986 0.86714 0.7383 0.6746 -0.0603
H -4.26312 0.11189 -1.55560 -1.2361 -0.1897 -0.4200
H -0.85940 1.98815 -1.86250 1.5799 0.7486 0.3241
```
Positions in Å, forces in eV/Å.

The orbital gap is 9.1 eV. The total energy is -33553.875 eV. Its SMILES is [NH2+]=CN(CS)Sc1cccnc1. As for the net charge: +1.